(1)
DFT (wB97M-V/def2-TZVPD) results for a structure of composition C9H10F3IrNO2 at a distorted geometry.

Last column: natural (NBO) charge in e.
Atoms and positions in Å:
C: -0.700 1.113 -1.536  -0.356
C: 0.726 0.975 -1.815  -0.362
C: 1.366 2.251 -1.502  -0.364
C: 0.328 3.182 -1.061  -0.363
C: -0.945 2.472 -1.064  -0.369
Ir: 0.398 1.541 0.063  1.191
N: -0.466 -2.191 0.282  -0.657
C: -1.123 -3.293 0.246  -0.198
C: 0.603 -1.746 -0.428  -0.160
H: 2.424 2.476 -1.663  0.267
H: 1.260 0.115 -2.191  0.266
H: 0.514 4.222 -0.777  0.267
H: -1.906 2.908 -0.770  0.269
H: -1.439 0.319 -1.685  0.271
H: 0.579 -1.837 -1.508  0.146
H: -1.377 -3.721 -0.718  0.150
H: -0.867 -1.521 0.969  0.365
H: 1.509 -1.531 0.139  0.191
H: -1.294 -3.843 1.176  0.163
F: 1.153 1.787 4.698  -0.310
C: 1.086 0.590 4.063  0.903
F: 2.208 -0.115 4.357  -0.306
F: 0.009 -0.104 4.534  -0.318
C: 0.834 0.869 2.552  0.677
O: 0.126 1.875 2.280  -0.674
O: 1.293 0.116 1.654  -0.688

Force components x, y, z for each atom (eV/Å):
-1.054 -0.591 -2.555
0.267 0.381 -2.708
0.894 0.753 -2.778
-0.262 2.098 -1.883
-1.600 1.781 -1.990
1.737 -3.332 10.810
0.151 5.695 2.491
-2.260 -4.992 -0.833
1.177 -0.577 -0.832
-0.542 -0.070 0.183
-0.233 0.082 -0.013
-0.242 -0.527 -0.127
0.499 -0.317 -0.248
0.331 0.473 0.184
0.192 -0.219 0.048
0.071 -0.369 0.113
1.003 -0.352 -0.237
-0.132 0.145 -0.500
-0.222 0.074 -0.374
0.026 -1.123 -0.102
-0.179 0.188 0.215
-1.117 0.678 -0.465
0.911 0.499 -0.113
0.220 -0.128 -0.045
0.445 -0.626 0.510
-0.080 0.377 1.249

Output
Energy above the lowest of the compared OMol25 structures with the same formula, charge and spin (kJ/mol): 37.5
Multiplicity: 6
Charge: 0
HOMO level (spin up / spin down) (eV): -6.3 / -9.9
⟨S²⟩: 8.76
LUMO energy (spin up / spin down) (Ha): 0.018 / -0.099
Gap between HOMO and LUMO (spin up / spin down) (eV): 6.8 / 7.2



(2)
DFT (wB97M-V/def2-TZVPD) results for a structure of composition C33H47GeN8O2PSeSn.

Last column: natural (NBO) charge in e.
Atoms and positions in Å:
Sn: -0.392 0.404 -0.129  1.594
C: 5.604 1.177 1.590  -0.409
N: 4.460 0.371 1.185  -0.313
C: 4.419 -0.992 1.188  -0.054
C: 3.179 -1.339 0.731  -0.094
N: 2.462 -0.216 0.442  -0.483
C: 3.254 0.806 0.725  0.047
P: 2.894 2.574 0.542  0.769
C: 1.378 2.703 1.533  0.088
N: 0.424 1.782 1.657  -0.590
C: -0.462 2.267 2.582  -0.044
C: -0.030 3.477 3.027  -0.059
N: 1.137 3.740 2.363  -0.302
C: 1.914 4.963 2.521  -0.412
C: 2.134 2.551 -1.109  0.084
N: 1.222 1.681 -1.524  -0.571
C: 1.032 1.924 -2.855  -0.063
C: 1.847 2.943 -3.247  -0.062
N: 2.543 3.331 -2.136  -0.305
C: 3.480 4.447 -2.094  -0.411
H: 6.407 0.506 1.879  0.237
H: 5.347 1.806 2.439  0.222
H: 5.944 1.799 0.764  0.222
H: 5.255 -1.585 1.518  0.240
H: 2.771 -2.329 0.606  0.223
H: -1.347 1.733 2.869  0.242
H: -0.441 4.163 3.747  0.244
H: 1.897 5.258 3.567  0.236
H: 1.489 5.759 1.912  0.226
H: 2.943 4.784 2.220  0.230
H: 0.307 1.382 -3.436  0.239
H: 1.986 3.423 -4.200  0.243
H: 4.023 4.486 -3.035  0.235
H: 4.187 4.301 -1.283  0.229
H: 2.944 5.383 -1.946  0.226
C: 1.071 -2.908 3.318  -0.595
C: 0.923 -1.396 3.135  -0.422
C: -0.193 -0.848 3.972  0.023
C: 0.049 -0.465 5.279  -0.221
C: -0.985 -0.028 6.090  -0.140
C: -2.283 0.025 5.600  -0.215
C: -2.594 -0.376 4.311  0.000
C: -4.004 -0.145 3.818  -0.436
C: -4.111 1.154 3.015  -0.602
C: -1.525 -0.824 3.477  0.150
N: -1.690 -1.139 2.152  -0.388
C: -2.762 -1.789 1.732  0.058
C: -3.273 -1.687 0.451  0.119
C: -4.499 -2.283 -0.025  -0.206
C: -4.730 -1.741 -1.244  -0.260
C: -3.628 -0.833 -1.489  0.091
N: -2.766 -0.812 -0.508  -0.544
H: 1.873 -3.300 2.691  0.208
H: 0.148 -3.424 3.051  0.208
H: 1.304 -3.156 4.354  0.221
H: 0.740 -1.181 2.082  0.214
H: 1.852 -0.892 3.414  0.213
H: 1.059 -0.510 5.666  0.224
H: -0.783 0.274 7.110  0.232
H: -3.079 0.389 6.238  0.229
H: -4.659 -0.099 4.688  0.233
H: -4.373 -0.969 3.214  0.212
H: -3.833 2.012 3.630  0.211
H: -5.132 1.308 2.667  0.230
H: -3.457 1.139 2.140  0.202
H: -3.266 -2.465 2.422  0.211
H: -5.108 -2.991 0.515  0.243
H: -5.564 -1.923 -1.901  0.244
H: -3.480 -0.216 -2.367  0.219
O: -1.748 2.056 0.008  -0.837
C: -2.132 2.164 -1.212  0.665
O: -1.679 1.448 -2.107  -0.707
H: -2.886 2.931 -1.432  0.153
C: -1.878 -2.388 -6.996  -1.083
Ge: -0.742 -2.984 -5.538  1.622
C: -1.506 -4.423 -4.477  -1.099
C: 1.111 -3.287 -6.044  -1.095
C: -0.706 -1.316 -4.324  -1.045
Se: -0.308 -1.759 -2.531  0.709
C: 1.628 -1.805 -2.605  -0.817
H: -1.968 -3.184 -7.736  0.255
H: -1.454 -1.513 -7.488  0.244
H: -2.876 -2.144 -6.635  0.241
H: -1.688 -5.291 -5.112  0.258
H: -2.458 -4.123 -4.037  0.240
H: -0.832 -4.731 -3.678  0.237
H: 1.153 -4.052 -6.819  0.258
H: 1.707 -3.636 -5.201  0.233
H: 1.559 -2.379 -6.447  0.240
H: -1.705 -0.884 -4.356  0.260
H: 0.031 -0.622 -4.725  0.245
H: 1.972 -1.252 -3.474  0.241
H: 1.948 -2.844 -2.658  0.248
H: 1.994 -1.347 -1.689  0.266

Force components x, y, z for each atom (eV/Å):
0.221 -0.287 -0.457
0.038 0.039 0.033
-0.020 -0.101 -0.020
0.012 0.016 0.055
0.011 0.010 -0.013
0.007 0.069 -0.027
-0.039 -0.059 -0.024
0.019 0.124 -0.082
0.202 -0.244 0.080
-0.250 0.142 -0.171
0.018 0.013 0.034
-0.012 -0.007 0.053
-0.071 -0.085 0.036
0.047 0.029 0.013
0.245 -0.205 0.073
-0.454 0.244 0.186
-0.026 -0.006 -0.147
0.015 -0.030 -0.008
-0.083 -0.094 -0.005
0.056 0.017 0.009
0.007 0.015 0.002
0.010 -0.001 -0.002
0.006 0.000 0.006
0.006 -0.003 -0.019
-0.002 0.016 -0.013
-0.091 -0.053 -0.002
-0.009 -0.012 0.006
0.004 0.005 -0.005
0.003 0.003 0.005
-0.003 0.012 0.000
-0.022 0.020 0.024
-0.011 -0.003 -0.005
0.007 0.005 0.007
0.000 0.013 -0.004
0.009 -0.001 -0.007
0.017 -0.031 -0.010
-0.009 0.010 0.007
-0.098 -0.002 0.004
0.045 0.034 -0.036
-0.036 0.025 0.039
0.002 -0.039 -0.007
0.011 -0.065 -0.090
0.039 0.013 -0.009
-0.007 0.014 -0.009
0.228 -0.117 0.375
-0.342 0.426 -0.585
0.330 -0.284 0.366
-0.024 0.009 -0.260
0.062 0.009 0.060
-0.039 -0.021 0.021
0.036 -0.008 -0.252
0.040 0.168 0.391
0.000 -0.005 0.022
-0.008 -0.005 -0.007
-0.010 -0.001 0.003
0.003 0.028 0.041
0.001 -0.027 -0.024
0.002 -0.017 -0.004
-0.002 0.003 0.001
-0.010 0.002 -0.004
0.002 0.037 -0.011
-0.066 0.020 0.074
0.006 0.005 0.004
-0.002 0.007 0.002
-0.022 -0.017 -0.029
-0.095 0.089 -0.011
0.013 -0.019 0.013
0.007 0.004 -0.031
-0.022 -0.026 0.020
0.054 0.006 -0.116
-0.154 0.119 -0.071
-0.001 -0.100 0.010
0.025 -0.016 0.102
0.042 -0.122 -0.061
0.016 0.408 0.303
0.003 -0.070 -0.084
-0.035 -0.105 -0.071
-0.043 -0.197 -0.465
0.210 0.063 0.778
-0.009 -0.104 -0.041
-0.020 0.017 -0.024
0.003 0.010 0.004
-0.005 0.002 0.012
-0.010 -0.002 0.001
-0.007 0.011 0.004
0.003 0.008 0.007
0.029 -0.001 0.002
-0.007 0.012 0.015
-0.007 0.011 0.003
0.019 0.081 0.058
-0.057 0.099 0.038
-0.004 0.011 0.002
0.029 0.017 -0.042
0.019 0.025 -0.038

Output
Multiplicity: 1
Charge: +2
HOMO level (spin up / spin down) (eV): -12.7 / -12.8
LUMO energy (spin up / spin down) (Ha): -0.281 / -0.258
Gap between HOMO and LUMO (spin up / spin down) (eV): 5.0 / 5.7



(3)
DFT (wB97M-V/def2-TZVPD) results for a structure of composition C47H59F5N9O8PS at a distorted geometry.

Last column: Löwdin charge in e.
Atoms and positions in Å:
C: -3.868 -0.815 0.556  -0.047
C: -3.649 -2.319 0.405  -0.427
O: -4.632 -2.940 -0.433  -0.054
C: -2.293 -2.639 -0.195  -0.189
N: -1.234 -2.249 0.755  -0.017
C: 0.089 -2.109 0.130  -0.195
C: 0.869 -0.984 0.768  -0.168
O: 0.334 0.240 0.255  -0.107
O: 0.792 1.286 1.140  -0.134
P: -0.463 1.954 1.858  0.423
O: -1.645 1.105 2.028  -0.193
O: 0.140 2.618 3.129  -0.146
C: 0.827 1.733 4.063  -0.170
C: -0.046 1.446 5.285  -0.156
C: -0.228 -0.060 5.554  -0.204
C: -1.614 -0.594 5.141  -0.198
C: -2.786 0.078 5.881  -0.286
N: -3.951 0.407 5.041  -0.008
O: -0.655 3.260 0.878  -0.260
S: -1.706 4.420 1.202  0.694
O: -0.997 5.640 1.437  -0.208
O: -2.757 4.003 2.072  -0.213
C: -2.348 4.577 -0.523  -0.444
F: -3.387 5.414 -0.504  0.147
F: -1.345 5.157 -1.212  0.120
C: -2.695 3.216 -1.228  -0.570
F: -2.851 2.243 -0.353  0.178
F: -1.698 2.879 -2.039  0.169
F: -3.798 3.348 -1.955  0.178
H: -4.342 -0.406 -0.341  0.082
H: -2.909 -0.313 0.709  0.036
H: -4.478 -0.589 1.435  0.076
H: -3.706 -2.792 1.398  0.134
H: -5.505 -2.640 -0.147  0.087
H: -2.184 -2.097 -1.142  0.085
H: -2.230 -3.710 -0.433  0.129
H: -1.153 -3.036 1.395  0.113
H: 0.692 -3.015 0.274  0.127
H: 0.016 -1.943 -0.950  0.065
H: 1.934 -1.028 0.511  0.113
H: 0.756 -1.018 1.855  0.115
H: 1.741 2.250 4.358  0.129
H: 1.141 0.793 3.604  0.082
H: 0.432 1.890 6.164  0.112
H: -1.005 1.954 5.167  0.111
H: 0.517 -0.637 4.996  0.088
H: -0.099 -0.277 6.620  0.110
H: -1.749 -0.496 4.058  0.092
H: -1.626 -1.658 5.403  0.104
H: -3.150 -0.588 6.671  0.102
H: -2.467 0.996 6.383  0.100
H: -3.735 1.214 4.458  0.059
H: -4.115 -0.368 4.402  0.056
N: -0.769 -1.768 -2.506  0.002
C: -0.185 -2.312 -3.570  -0.142
C: 0.180 -1.592 -4.700  -0.062
C: -0.080 -0.230 -4.721  -0.061
C: -0.687 0.351 -3.618  -0.040
C: -1.009 -0.458 -2.538  -0.114
H: -0.009 -3.381 -3.509  0.114
H: 0.656 -2.085 -5.537  0.099
H: 0.189 0.370 -5.581  0.108
H: -0.901 1.408 -3.596  0.088
H: -1.479 -0.043 -1.652  0.108
N: 3.343 -0.635 3.486  0.059
C: 4.365 -0.606 2.630  -0.142
C: 5.695 -0.563 3.020  -0.072
C: 5.986 -0.546 4.374  -0.077
C: 4.935 -0.576 5.279  -0.066
C: 3.640 -0.620 4.786  -0.155
H: 4.099 -0.618 1.578  0.096
H: 6.486 -0.545 2.283  0.086
H: 7.015 -0.512 4.707  0.087
H: 5.113 -0.564 6.346  0.101
H: 2.794 -0.644 5.466  0.093
N: -5.121 5.813 -6.953  0.049
C: -3.885 5.354 -6.765  -0.163
C: -3.372 5.022 -5.519  -0.072
C: -4.185 5.179 -4.407  -0.074
C: -5.474 5.658 -4.585  -0.063
C: -5.890 5.957 -5.874  -0.154
H: -3.279 5.247 -7.658  0.100
H: -2.360 4.650 -5.427  0.098
H: -3.823 4.935 -3.422  0.076
H: -6.147 5.795 -3.748  0.080
H: -6.893 6.331 -6.056  0.101
N: 9.070 -0.217 3.128  0.052
C: 9.088 0.937 2.461  -0.153
C: 10.159 1.361 1.689  -0.069
C: 11.275 0.543 1.605  -0.077
C: 11.272 -0.660 2.294  -0.072
C: 10.150 -0.992 3.037  -0.145
H: 8.197 1.551 2.554  0.106
H: 10.116 2.308 1.168  0.103
H: 12.132 0.839 1.013  0.106
H: 12.121 -1.329 2.258  0.102
H: 10.109 -1.926 3.587  0.105
N: 3.690 -3.607 -1.726  0.055
C: 4.950 -4.024 -1.835  -0.176
C: 5.562 -4.323 -3.043  -0.074
C: 4.823 -4.186 -4.208  -0.073
C: 3.509 -3.755 -4.113  -0.060
C: 2.993 -3.478 -2.855  -0.141
H: 5.493 -4.122 -0.900  0.107
H: 6.591 -4.655 -3.068  0.102
H: 5.263 -4.412 -5.171  0.106
H: 2.894 -3.633 -4.995  0.097
H: 1.973 -3.135 -2.741  0.071
N: 1.854 -7.570 -0.396  0.055
C: 2.945 -6.870 -0.709  -0.146
C: 4.198 -7.443 -0.879  -0.071
C: 4.327 -8.813 -0.714  -0.083
C: 3.201 -9.553 -0.389  -0.079
C: 1.993 -8.886 -0.243  -0.159
H: 2.804 -5.802 -0.826  0.081
H: 5.050 -6.827 -1.135  0.085
H: 5.288 -9.297 -0.838  0.103
H: 3.254 -10.624 -0.250  0.099
H: 1.089 -9.430 0.009  0.102
N: -8.588 5.618 -2.719  0.049
C: -9.406 4.794 -3.372  -0.153
C: -10.760 5.037 -3.548  -0.073
C: -11.296 6.198 -3.013  -0.080
C: -10.458 7.065 -2.329  -0.074
C: -9.117 6.731 -2.212  -0.152
H: -8.950 3.895 -3.774  0.105
H: -11.376 4.332 -4.090  0.101
H: -12.349 6.424 -3.127  0.105
H: -10.832 7.982 -1.895  0.101
H: -8.429 7.385 -1.687  0.104

Force components x, y, z for each atom (eV/Å):
0.237 -0.044 0.091
-0.184 -0.164 0.254
-0.099 0.135 0.030
-0.137 0.203 0.013
0.068 -0.541 -0.529
0.338 -0.008 0.464
0.267 -0.149 0.251
-0.091 0.081 0.017
0.295 0.025 -0.147
-1.080 -1.198 0.183
0.699 0.723 -0.120
0.616 0.026 -0.286
0.052 -0.062 0.843
0.393 -0.153 0.292
-0.678 -0.079 -0.143
0.233 -0.059 0.324
-0.390 -0.038 -0.197
0.267 0.025 0.027
-0.424 0.358 0.508
-0.215 1.209 0.352
-0.255 -0.928 -0.100
0.601 -0.184 -0.455
0.661 0.126 -0.234
-0.061 -0.304 0.082
-0.304 -0.037 -0.053
0.037 0.307 0.082
-0.380 -0.180 0.180
0.199 -0.027 -0.177
-0.166 -0.126 0.139
-0.012 -0.066 0.020
-0.141 -0.084 0.041
-0.111 0.055 -0.174
0.080 0.071 -0.009
0.220 -0.057 -0.054
-0.172 -0.310 0.677
-0.172 0.055 -0.115
-0.108 0.373 0.216
0.068 0.009 -0.101
0.036 -0.248 0.941
-0.071 -0.049 0.045
-0.011 0.142 -0.075
-0.123 0.126 -0.225
-0.137 0.202 -0.393
-0.096 0.121 -0.123
0.039 -0.074 -0.049
0.110 0.065 0.202
0.132 0.059 -0.099
0.016 0.029 0.115
-0.028 -0.002 -0.334
0.136 0.068 0.008
-0.025 -0.035 -0.049
-0.005 -0.212 -0.010
-0.061 0.182 0.062
0.058 0.447 -1.827
-0.122 0.048 -0.194
-0.029 -0.003 0.085
0.035 -0.045 0.024
0.028 -0.136 -0.009
-0.026 0.127 -0.256
-0.038 -0.024 -0.076
-0.026 -0.013 0.000
-0.007 -0.009 0.009
-0.014 -0.003 0.001
0.000 0.041 0.065
0.044 0.030 0.105
-0.122 -0.007 -0.039
-0.053 0.006 0.024
-0.016 -0.015 0.098
0.017 0.018 -0.070
-0.029 -0.004 -0.073
0.036 -0.001 0.006
0.013 -0.018 0.010
0.012 0.004 -0.057
-0.014 -0.005 0.003
0.019 -0.006 0.020
0.018 -0.013 0.050
-0.059 0.013 -0.030
-0.055 0.009 0.026
0.009 0.093 -0.135
0.027 0.002 0.038
0.026 -0.013 -0.072
0.014 -0.009 0.023
0.005 0.012 -0.010
-0.016 0.088 -0.055
-0.032 -0.034 -0.022
0.004 0.000 0.034
0.112 0.030 -0.069
-0.046 -0.044 0.063
0.046 -0.041 0.002
-0.016 -0.007 0.010
-0.012 0.054 -0.026
-0.075 0.011 0.028
0.019 0.010 -0.018
-0.010 0.002 0.008
-0.005 -0.001 0.003
-0.006 -0.007 0.006
0.026 0.004 -0.012
0.020 0.013 -0.134
-0.015 0.064 0.101
-0.026 0.000 -0.052
-0.003 -0.003 0.021
0.028 -0.003 0.027
0.088 -0.007 0.130
0.038 -0.007 -0.030
-0.005 0.003 0.012
-0.006 -0.001 0.008
-0.008 0.004 0.006
0.072 0.002 0.017
0.073 -0.038 -0.014
-0.108 -0.026 0.023
-0.038 -0.071 0.020
-0.005 0.014 -0.001
0.034 0.035 -0.014
-0.038 0.062 -0.004
0.053 -0.009 0.011
-0.012 0.012 -0.007
-0.006 0.003 0.002
-0.013 0.003 0.000
0.026 -0.017 0.001
-0.040 0.051 -0.029
0.079 0.012 0.024
-0.012 0.048 0.032
0.019 -0.002 0.001
-0.026 -0.045 -0.031
0.052 -0.052 -0.013
-0.025 0.006 -0.013
0.010 -0.007 0.001
0.006 -0.001 0.000
0.012 0.002 0.002
-0.028 0.008 0.004

Output
Energy above the lowest of the compared OMol25 structures with the same formula, charge and spin (kJ/mol): 0.0
Multiplicity: 1
Charge: 0
HOMO level (eV): -8.6
LUMO energy (Ha): 0.018
Gap between HOMO and LUMO (eV): 9.0